Computed, not measured: a 5-piece molecular cluster, C32H77BFN4O12 overall in a non-equilibrium geometry, with ωB97M-V/def2-TZVPD.

Each atom is followed by the atoms it is bonded to, with distances in Å.
Cartesian coordinates (Å):
1 C -1.8511 6.3856 2.4208  C2 1.530, H15 1.091, H16 1.093, H17 1.086
2 C -1.5753 4.8945 2.2157  C1 1.530, C3 1.521, H18 1.091, H19 1.091
3 C -2.6451 3.9761 2.7863  C2 1.521, F4 1.430, B5 1.669, H20 1.095
4 F -2.9616 4.4959 4.0805  C3 1.430
5 B -2.2553 2.3567 2.8957  C3 1.669, C6 1.661, O10 1.509, O14 1.484
6 C -2.7330 1.5099 1.5486  B5 1.661, C7 1.524, H21 1.094, H22 1.095
7 C -1.6681 0.9985 0.5857  C6 1.524, C8 1.517, O9 1.457, H23 1.094
8 C -0.5619 1.9883 0.2711  C7 1.517, H24 1.087, H25 1.093, H26 1.083
9 O -2.3164 0.5988 -0.6561  C7 1.457, H27 0.957
10 O -3.0173 1.7936 4.0704  B5 1.509, C11 1.387
11 C -2.1469 1.6461 5.1407  O10 1.387, C12 1.538, H28 1.101, H29 1.094
12 C -0.7305 1.6018 4.5439  C11 1.538, O13 1.421, O14 1.383, H30 1.102
13 O 0.2057 2.3477 5.3090  C12 1.421, H31 0.954
14 O -0.8363 2.1442 3.2763  B5 1.484, C12 1.383
15 H -0.9963 6.9880 2.1107  C1 1.091
16 H -2.6992 6.6931 1.8040  C1 1.093
17 H -2.0988 6.5988 3.4559  C1 1.086
18 H -1.5555 4.7211 1.1388  C2 1.091
19 H -0.5937 4.6294 2.6122  C2 1.091
20 H -3.5562 4.1171 2.1947  C3 1.095
21 H -3.2590 0.6347 1.9401  C6 1.094
22 H -3.4684 2.0528 0.9459  C6 1.095
23 H -1.2284 0.0859 0.9998  C7 1.094
24 H 0.2303 1.9112 1.0122  C8 1.087
25 H -0.1018 1.7902 -0.7006  C8 1.093
26 H -0.9198 3.0104 0.2719  C8 1.083
27 H -1.6686 0.6117 -1.3600  O9 0.957
28 H -2.1954 2.4995 5.8353  C11 1.101
29 H -2.3746 0.7445 5.7176  C11 1.094
30 H -0.3718 0.5627 4.4672  C12 1.102
31 H 0.6129 2.9199 4.6629  O13 0.954
32 C -4.6924 -4.2146 -4.2364  O33 1.415, H41 1.089, H42 1.094, H43 1.095
33 O -3.7820 -3.8141 -5.2431  C32 1.415, C34 1.423
34 C -4.3526 -3.0042 -6.2650  O33 1.423, C35 1.511, H44 1.093, H45 1.095
35 C -3.7714 -1.6103 -6.2207  C34 1.511, N36 1.453, H46 1.095, H47 1.101
36 N -4.1873 -0.9141 -5.0157  C35 1.453, C37 1.459, H48 1.012
37 C -3.5316 0.3702 -4.7932  N36 1.459, C38 1.523, H49 1.092, H50 1.095
38 C -2.0239 0.3634 -4.5761  C37 1.523, O39 1.411, H51 1.093, H52 1.098
39 O -1.6293 -0.2945 -3.3920  C38 1.411, C40 1.413
40 C -1.3948 -1.6844 -3.4885  O39 1.413, H53 1.095, H54 1.094, H55 1.090
41 H -4.1591 -4.8937 -3.5735  C32 1.089
42 H -5.0570 -3.3662 -3.6493  C32 1.094
43 H -5.5505 -4.7414 -4.6657  C32 1.095
44 H -5.4410 -2.9760 -6.1638  C34 1.093
45 H -4.1121 -3.4596 -7.2313  C34 1.095
46 H -4.1210 -1.0516 -7.0948  C35 1.095
47 H -2.6784 -1.7088 -6.3052  C35 1.101
48 H -4.0066 -1.5079 -4.2160  N36 1.012
49 H -3.9884 0.8233 -3.9113  C37 1.092
50 H -3.7528 1.0251 -5.6431  C37 1.095
51 H -1.7088 1.4046 -4.4673  C38 1.093
52 H -1.4770 -0.0496 -5.4345  C38 1.098
53 H -1.0104 -1.9598 -4.4759  C40 1.095
54 H -2.2954 -2.2687 -3.2796  C40 1.094
55 H -0.6508 -1.9431 -2.7357  C40 1.090
56 C 2.7182 -7.7896 -5.7317  O57 1.412, H65 1.089, H66 1.096, H67 1.095
57 O 1.4241 -8.2700 -6.0281  C56 1.412, C58 1.423
58 C 0.4380 -7.9337 -5.0586  O57 1.423, C59 1.511, H68 1.094, H69 1.094
59 C -0.6027 -7.0094 -5.6457  C58 1.511, N60 1.454, H70 1.094, H71 1.100
60 N -0.0344 -5.7035 -5.9381  C59 1.454, C61 1.460, H72 1.012
61 C -0.9322 -4.7948 -6.6462  N60 1.460, C62 1.521, H73 1.094, H74 1.093
62 C -1.3427 -5.1716 -8.0618  C61 1.521, O63 1.417, H75 1.093, H76 1.097
63 O -0.2816 -5.1668 -9.0007  C62 1.417, C64 1.413
64 C 0.4321 -6.3797 -9.1224  O63 1.413, H77 1.094, H78 1.094, H79 1.090
65 H 3.3887 -8.1781 -6.4963  C56 1.089
66 H 2.7658 -6.6951 -5.7426  C56 1.096
67 H 3.0596 -8.1429 -4.7534  C56 1.095
68 H 0.9064 -7.4702 -4.1855  C58 1.094
69 H -0.0453 -8.8603 -4.7355  C58 1.094
70 H -1.4128 -6.8852 -4.9208  C59 1.094
71 H -1.0242 -7.5049 -6.5331  C59 1.100
72 H 0.8106 -5.8286 -6.4812  N60 1.012
73 H -0.4378 -3.8202 -6.6936  C61 1.094
74 H -1.8351 -4.6623 -6.0448  C61 1.093
75 H -2.0522 -4.4160 -8.4101  C62 1.093
76 H -1.8635 -6.1371 -8.0952  C62 1.097
77 H -0.2120 -7.2446 -8.9390  C64 1.094
78 H 1.2861 -6.4302 -8.4402  C64 1.094
79 H 0.8120 -6.4369 -10.1429  C64 1.090
80 C 2.2254 3.7804 -0.9312  O81 1.413, H89 1.088, H90 1.097, H91 1.094
81 O 2.4275 2.3925 -1.1066  C80 1.413, C82 1.418
82 C 2.2451 1.9398 -2.4382  O81 1.418, C83 1.511, H92 1.094, H93 1.095
83 C 3.5454 1.4134 -3.0009  C82 1.511, N84 1.457, H94 1.095, H95 1.099
84 N 4.5099 2.4890 -3.1860  C83 1.457, C85 1.456, H96 1.012
85 C 5.8529 2.0463 -3.5339  N84 1.456, C86 1.524, H97 1.093, H98 1.096
86 C 6.6163 1.2189 -2.5068  C85 1.524, O87 1.413, H99 1.094, H100 1.097
87 O 6.9458 1.9284 -1.3301  C86 1.413, C88 1.417
88 C 5.9682 1.9023 -0.3041  O87 1.417, H101 1.093, H102 1.093, H103 1.090
89 H 2.2695 3.9860 0.1364  C80 1.088
90 H 2.9953 4.3746 -1.4396  C80 1.097
91 H 1.2431 4.0893 -1.3005  C80 1.094
92 H 1.8494 2.7430 -3.0671  C82 1.094
93 H 1.5101 1.1283 -2.4232  C82 1.095
94 H 3.3529 0.9405 -3.9692  C83 1.095
95 H 3.9036 0.6333 -2.3141  C83 1.099
96 H 4.5535 3.0337 -2.3337  N84 1.012
97 H 6.4506 2.9353 -3.7514  C85 1.093
98 H 5.7940 1.4676 -4.4623  C85 1.096
99 H 7.5676 0.9254 -2.9602  C86 1.094
100 H 6.0849 0.2943 -2.2500  C86 1.097
101 H 5.4051 0.9656 -0.3105  C88 1.093
102 H 5.2626 2.7335 -0.3817  C88 1.093
103 H 6.4910 1.9902 0.6480  C88 1.090
104 C 1.3075 5.1638 11.5854  O105 1.410, H113 1.088, H114 1.096, H115 1.096
105 O 2.0657 4.3144 10.7537  C104 1.410, C106 1.419
106 C 2.6651 3.2131 11.4190  O105 1.419, C107 1.512, H116 1.095, H117 1.094
107 C 2.0716 1.9045 10.9499  C106 1.512, N108 1.455, H118 1.095, H119 1.099
108 N 0.6933 1.7668 11.3949  C107 1.455, C109 1.460, H120 1.013
109 C -0.0032 0.5996 10.8627  N108 1.460, C110 1.524, H121 1.093, H122 1.096
110 C -0.2545 0.5416 9.3609  C109 1.524, O111 1.406, H123 1.094, H124 1.097
111 O -1.1530 1.5192 8.8976  C110 1.406, C112 1.419
112 C -0.5735 2.7586 8.5214  O111 1.419, H125 1.092, H126 1.097, H127 1.087
113 H 0.9749 5.9992 10.9723  C104 1.088
114 H 0.4273 4.6597 11.9994  C104 1.096
115 H 1.9106 5.5519 12.4139  C104 1.096
116 H 2.5494 3.3131 12.5031  C106 1.095
117 H 3.7346 3.2243 11.1869  C106 1.094
118 H 2.6595 1.0839 11.3744  C107 1.095
119 H 2.1777 1.8614 9.8571  C107 1.099
120 H 0.1811 2.5981 11.1268  N108 1.013
121 H -0.9745 0.5414 11.3602  C109 1.093
122 H 0.5590 -0.2945 11.1556  C109 1.096
123 H -0.7187 -0.4259 9.1463  C110 1.094
124 H 0.6783 0.5811 8.7841  C110 1.097
125 H 0.4418 2.6254 8.1434  C112 1.092
126 H -0.5662 3.4704 9.3563  C112 1.097
127 H -1.1765 3.1759 7.7193  C112 1.087

DFT total energy (eV): -68354.6980
Highest occupied orbital energy (eV): -4.44
HOMO-LUMO gap (eV): 6.38
Maximum force (eV/A): 1.1
Net charge: -1

Here are the Löwdin charges for atoms 1 to 5, given in e: C -0.116; C -0.223; C -0.196; F -0.075; B -0.733